C72H84N10O7S | the ωB97M-V functional and the def2-TZVPD basis

Properties
LUMO energy = 0.54 eV
Molar mass = 1233.6 Da

CARTESIAN COORDINATES (ANGSTROEM)
C (4.646, 1.565, -0.978)
C (3.511, 1.507, -0.517)
C (2.034, 1.535, 0.056)
C (1.927, 0.306, 1.057)
C (2.752, -1.000, 0.700)
C (2.163, -2.203, -0.031)
C (2.970, -3.454, -0.337)
C (4.412, -3.604, 0.064)
C (5.010, -2.431, 0.834)
C (4.211, -1.203, 1.133)
C (4.971, -0.056, 1.960)
O (2.021, 2.734, 0.929)
S (0.591, 2.878, 1.740)
O (0.347, 4.345, 1.881)
O (0.832, 2.391, 3.129)
C (-0.876, 2.132, 0.935)
C (-1.597, 1.178, 1.990)
C (-3.159, 0.954, 1.679)
C (-3.930, 0.256, 2.880)
O (-4.961, -0.602, 2.283)
C (-0.595, 1.415, -0.527)
N (-0.929, 0.002, -0.356)
C (-1.760, 2.008, -1.439)
C (-1.824, 1.598, -2.953)
C (-2.650, 2.782, -3.699)
C (-2.659, 0.268, -3.289)
C (0.916, 1.714, -1.063)
C (1.271, 0.605, -2.200)
C (1.954, 1.182, -3.510)
C (0.812, 3.203, -1.666)
C (2.128, 4.036, -1.845)
O (2.920, 4.014, -2.759)
O (2.413, 5.035, -0.816)
C (1.573, 6.132, -1.173)
C (0.938, 7.103, -0.082)
O (1.263, 6.368, -2.342)
H (5.672, 1.715, -1.406)
H (0.891, -0.004, 1.382)
H (2.421, 0.660, 2.030)
H (1.094, -2.221, -0.380)
H (2.494, -4.312, -0.910)
H (4.998, -4.535, -0.200)
H (6.096, -2.549, 1.148)
H (4.433, 0.932, 1.939)
H (5.076, -0.473, 3.020)
H (6.041, 0.005, 1.565)
H (-1.612, 2.995, 0.786)
H (-1.050, 0.220, 2.220)
H (-1.606, 1.768, 2.974)
H (-3.681, 1.956, 1.492)
H (-3.330, 0.345, 0.735)
H (-3.222, -0.439, 3.431)
H (-4.426, 0.993, 3.584)
H (-4.712, -1.538, 2.395)
H (-0.162, -0.658, -0.332)
H (-1.771, -0.319, -0.824)
H (-2.732, 1.631, -0.957)
H (-1.866, 3.146, -1.377)
H (-0.850, 1.545, -3.522)
H (-2.117, 3.741, -3.422)
H (-3.753, 2.763, -3.452)
H (-2.458, 2.601, -4.810)
H (-3.567, 0.295, -2.587)
H (-3.076, 0.322, -4.333)
H (-2.061, -0.674, -3.078)
H (0.332, 0.059, -2.560)
H (1.942, -0.220, -1.809)
H (3.021, 1.510, -3.276)
H (2.078, 0.298, -4.231)
H (1.361, 1.959, -4.075)
H (0.164, 3.810, -0.943)
H (0.312, 3.211, -2.692)
H (1.422, 8.119, -0.268)
H (1.052, 6.735, 0.977)
H (-0.152, 7.239, -0.392)
N (-3.605, 2.958, 5.327)
C (-2.378, 3.014, 5.864)
C (-2.075, 2.575, 7.143)
C (-3.099, 2.051, 7.916)
C (-4.378, 1.983, 7.386)
C (-4.577, 2.445, 6.095)
H (-1.610, 3.435, 5.222)
H (-1.063, 2.643, 7.524)
H (-2.902, 1.698, 8.923)
H (-5.202, 1.580, 7.961)
H (-5.560, 2.409, 5.635)
N (2.849, 0.113, 6.225)
C (2.873, -0.892, 7.111)
C (1.746, -1.584, 7.524)
C (0.519, -1.214, 6.995)
C (0.464, -0.177, 6.078)
C (1.650, 0.450, 5.726)
H (3.855, -1.143, 7.500)
H (1.825, -2.391, 8.242)
H (-0.386, -1.730, 7.294)
H (-0.477, 0.139, 5.644)
H (1.659, 1.264, 5.009)
N (0.057, 3.666, -6.264)
C (0.433, 4.947, -6.135)
C (-0.022, 5.971, -6.951)
C (-0.915, 5.656, -7.963)
C (-1.320, 4.340, -8.121)
C (-0.811, 3.389, -7.252)
H (1.136, 5.143, -5.331)
H (0.315, 6.988, -6.798)
H (-1.292, 6.430, -8.622)
H (-2.016, 4.058, -8.901)
H (-1.101, 2.345, -7.333)
N (3.473, 4.846, -9.426)
C (3.203, 4.274, -8.245)
C (4.135, 4.119, -7.231)
C (5.424, 4.579, -7.450)
C (5.731, 5.173, -8.665)
C (4.725, 5.284, -9.612)
H (2.182, 3.928, -8.122)
H (3.859, 3.651, -6.294)
H (6.182, 4.475, -6.682)
H (6.727, 5.543, -8.871)
H (4.916, 5.745, -10.576)
N (0.942, -4.566, 5.185)
C (0.480, -5.384, 6.140)
C (1.196, -6.454, 6.654)
C (2.463, -6.697, 6.149)
C (2.965, -5.867, 5.159)
C (2.171, -4.822, 4.715)
H (-0.518, -5.156, 6.501)
H (0.771, -7.080, 7.429)
H (3.055, -7.525, 6.524)
H (3.951, -6.027, 4.741)
H (2.521, -4.143, 3.944)
N (-1.094, -8.497, 8.783)
C (-0.250, -8.931, 9.728)
C (-0.517, -8.875, 11.087)
C (-1.727, -8.335, 11.495)
C (-2.618, -7.877, 10.537)
C (-2.257, -7.982, 9.203)
H (0.685, -9.342, 9.360)
H (0.203, -9.243, 11.807)
H (-1.973, -8.272, 12.549)
H (-3.572, -7.449, 10.819)
H (-2.923, -7.640, 8.417)
N (-2.493, -1.551, -5.669)
C (-1.344, -0.969, -6.040)
C (-0.565, -1.405, -7.100)
C (-0.995, -2.509, -7.818)
C (-2.180, -3.131, -7.455)
C (-2.888, -2.615, -6.380)
H (-1.046, -0.110, -5.445)
H (0.355, -0.893, -7.356)
H (-0.414, -2.879, -8.651)
H (-2.546, -3.996, -7.993)
H (-3.823, -3.065, -6.060)
N (1.741, -3.040, -9.235)
C (3.019, -3.355, -8.988)
C (4.066, -3.059, -9.846)
C (3.777, -2.403, -11.032)
C (2.462, -2.067, -11.313)
C (1.488, -2.404, -10.387)
H (3.195, -3.870, -8.049)
H (5.082, -3.336, -9.593)
H (4.568, -2.155, -11.730)
H (2.199, -1.554, -12.230)
H (0.444, -2.158, -10.561)
N (-5.736, -1.829, 6.163)
C (-6.054, -1.277, 4.983)
C (-7.281, -0.694, 4.711)
C (-8.239, -0.682, 5.714)
C (-7.935, -1.248, 6.943)
C (-6.677, -1.803, 7.116)
H (-5.280, -1.313, 4.235)
H (-7.482, -0.261, 3.739)
H (-9.212, -0.236, 5.539)
H (-8.658, -1.257, 7.749)
H (-6.391, -2.254, 8.061)

Atoms 1-2, force components in eV/Å:
-1.07 0.30 0.38
-0.10 0.63 -0.51